No. 1
{"formula": "C18H18IN3O3RuSe", "method": "ωB97M-V/def2-TZVPD", "species": ["Ru", "C", "C", "N", "C", "C", "C", "O", "C", "C", "N", "C", "C", "C", "C", "C", "C", "I", "C", "O", "H", "H", "H", "H", "H", "H", "H", "H", "H", "H", "H", "H", "Se", "C", "N", "C", "C", "C", "O", "H", "H", "H", "H", "H", "H"], "xyz": [[-1.692175, 0.695642, 1.085993], [-1.983709, 4.327150, -1.737034], [-0.852524, 3.385664, -1.999864], [-0.190305, 3.464549, -3.128895], [0.832600, 2.628472, -3.386378], [1.265947, 1.682938, -2.493496], [2.431213, 0.780780, -2.801194], [2.123425, -0.598105, -2.595884], [0.559574, 1.563380, -1.274841], [1.041066, 0.699724, -0.239035], [0.389006, 0.324095, 0.808649], [1.075305, -0.439213, 1.791259], [1.979009, -1.445685, 1.476772], [2.625016, -2.127818, 2.499887], [2.373080, -1.813935, 3.827300], [1.456435, -0.820147, 4.149767], [0.817903, -0.157701, 3.121834], [-0.667589, 1.282732, 3.464660], [-0.524308, 2.399539, -1.022250], [-1.221611, 2.347825, 0.085405], [-2.034964, 5.060040, -2.537477], [-1.857473, 4.833011, -0.779328], [-2.932014, 3.786214, -1.691431], [1.317996, 2.743180, -4.348585], [3.270079, 0.996964, -2.135872], [2.779408, 0.961715, -3.819369], [1.566692, -0.896705, -3.322496], [2.077698, 0.381377, -0.313393], [2.165555, -1.702583, 0.440355], [3.325460, -2.914827, 2.255295], [2.877182, -2.349687, 4.619705], [1.242149, -0.584680, 5.183522], [-4.176630, 1.244752, 0.742092], [-3.702356, -0.097559, 1.857409], [-2.940237, -0.762489, 2.468825], [-1.731740, -3.115931, -1.252550], [-1.564132, -2.284978, -0.016349], [-1.156811, -2.973176, 1.238326], [-1.790732, -1.080182, -0.112510], [-1.547578, -4.171004, -1.071430], [-1.040950, -2.747058, -2.012743], [-2.741358, -2.974762, -1.640228], [-2.002289, -3.593957, 1.551916], [-0.910970, -2.287621, 2.041731], [-0.329350, -3.649948, 1.021946]], "forces_ev_per_a": [[0.25, -0.08, -0.52], [-0.02, 0.03, -0.03], [0.03, -0.06, 0.05], [-0.06, 0.11, -0.07], [0.02, -0.10, 0.15], [0.01, -0.02, -0.09], [0.00, 0.04, 0.01], [-0.02, -0.02, 0.03], [0.01, -0.05, -0.06], [0.11, -0.07, 0.15], [-0.36, -0.13, -0.03], [0.07, 0.03, -0.02], [0.09, -0.02, 0.06], [-0.03, 0.03, -0.05], [0.01, 0.02, 0.01], [-0.02, -0.01, 0.07], [-0.17, -0.02, 0.05], [0.02, 0.34, 0.15], [0.12, 0.00, -0.17], [-0.26, -0.27, 0.18], [0.00, 0.00, 0.01], [0.00, 0.00, 0.00], [0.01, -0.01, 0.01], [-0.02, 0.02, -0.01], [0.01, -0.01, -0.01], [0.00, 0.01, 0.00], [0.01, 0.02, -0.01], [-0.01, -0.01, 0.04], [0.00, 0.02, 0.00], [0.00, 0.00, 0.00], [0.00, 0.00, 0.00], [0.00, 0.00, -0.01], [0.07, -0.21, 0.35], [0.63, 0.08, 0.18], [-0.37, -0.16, -0.16], [-0.04, 0.04, 0.02], [-0.05, -0.14, -0.04], [-0.03, 0.10, 0.02], [-0.02, 0.51, -0.28], [0.00, 0.00, 0.01], [0.00, 0.00, 0.00], [0.01, 0.01, 0.00], [0.01, -0.01, -0.01], [-0.02, 0.02, 0.00], [0.01, 0.00, 0.02]], "e_tot_ha": -3880.44704, "charge": 1, "multiplicity": 2, "gap_ev": [6.642, 6.492], "e_homo_ha": [-0.41083, -0.40998], "e_above_lowest_kcal_mol": 24.9}

No. 2
{"formula": "C6H7ClS2", "method": "ωB97M-V/def2-TZVPD", "species": ["C", "C", "C", "C", "C", "C", "S", "S", "Cl", "H", "H", "H", "H", "H", "H", "H"], "xyz": [[-0.126375, -1.671644, 0.267180], [-0.549017, -1.229967, -1.034454], [0.673067, -0.896389, 1.039265], [-0.581621, -0.086885, -1.722168], [1.158174, 0.403333, 0.635602], [1.025731, 1.447441, 1.468911], [-1.448758, 0.042740, -3.170939], [-0.105686, 1.616663, 2.767567], [1.708206, 3.000287, 1.042155], [-0.734542, -2.523332, 0.706945], [-1.093904, -2.032693, -1.455640], [1.104765, -1.288153, 1.884065], [1.574540, 0.372180, -0.383358], [-0.051228, 0.806395, -1.429144], [-1.519308, 1.334072, -3.076166], [-1.034046, 0.705955, 2.460180]], "forces_ev_per_a": [[-0.07, 1.09, 1.50], [-0.94, -0.56, -0.07], [-1.13, -0.79, -1.77], [1.16, -0.13, 1.46], [0.38, -0.21, 0.12], [-0.08, 0.04, -1.98], [-0.59, -0.82, -1.48], [-0.02, 0.26, 1.20], [0.15, -0.10, 0.00], [1.55, 0.68, -0.72], [-0.80, -0.63, -0.96], [0.35, -0.74, 2.49], [0.30, 0.88, 0.66], [-0.23, 0.07, 0.22], [-0.21, 1.24, -0.27], [0.18, -0.29, -0.39]], "e_tot_ha": -1489.29118, "smiles": "S/C=C/C=C\\C=C(/S)Cl", "charge": 0, "multiplicity": 1, "gap_ev": 8.053, "e_homo_ha": -0.29299, "e_above_lowest_kcal_mol": 18.2}

No. 3
{"formula": "C51H46F6NO2P3SZn", "method": "ωB97M-V/def2-TZVPD", "species": ["Zn", "O", "C", "C", "C", "C", "C", "C", "C", "P", "C", "C", "C", "C", "C", "C", "C", "C", "C", "C", "C", "C", "H", "H", "H", "H", "H", "H", "H", "H", "H", "H", "H", "H", "H", "H", "C", "S", "C", "C", "C", "N", "P", "C", "C", "C", "C", "C", "C", "C", "C", "C", "C", "C", "C", "P", "C", "C", "C", "C", "C", "C", "C", "C", "C", "C", "C", "C", "H", "H", "H", "H", "H", "H", "H", "H", "H", "H", "H", "H", "H", "H", "H", "H", "H", "H", "H", "H", "H", "H", "H", "H", "H", "H", "H", "H", "H", "C", "C", "O", "C", "F", "F", "F", "C", "F", "F", "F", "H", "H", "H"], "xyz": [[0.852337, 0.442484, -0.587365], [-0.823820, 1.898535, -2.446546], [0.021922, 2.132967, -1.602022], [0.302357, 3.589529, -1.288386], [-0.629986, 4.541218, -1.695301], [-0.495944, 5.863190, -1.312353], [0.574388, 6.245224, -0.510175], [1.511709, 5.310591, -0.105553], [1.386198, 3.979337, -0.492099], [2.569905, 2.647050, -0.097956], [3.667379, 2.856439, -1.556267], [3.701089, 1.881322, -2.544841], [4.451666, 2.071610, -3.697957], [5.185392, 3.233798, -3.869298], [5.157558, 4.216882, -2.886971], [4.396115, 4.030402, -1.746542], [3.544727, 3.296677, 1.296395], [4.933890, 3.319396, 1.311685], [5.620273, 3.705141, 2.455954], [4.925924, 4.070536, 3.598141], [3.536723, 4.034060, 3.598858], [2.854193, 3.638068, 2.462210], [-1.465227, 4.213540, -2.298038], [-1.226120, 6.597109, -1.626470], [0.680202, 7.277438, -0.202650], [2.345332, 5.616132, 0.514575], [3.171040, 0.948053, -2.400443], [4.472416, 1.298705, -4.454550], [5.778804, 3.375357, -4.762933], [5.721364, 5.130889, -3.014373], [4.359184, 4.816364, -1.001544], [5.490362, 3.018654, 0.431950], [6.701603, 3.714496, 2.451112], [5.462616, 4.372264, 4.487363], [2.986857, 4.304650, 4.490803], [1.770126, 3.596634, 2.477100], [-5.397297, -4.788391, 2.611135], [-6.311780, -4.229061, 1.162609], [-4.943216, -4.009062, 0.005600], [-3.957015, -2.922401, 0.401798], [-2.912237, -2.723289, -0.684363], [-1.932745, -1.661099, -0.416459], [-1.716394, -0.210988, -1.368276], [-2.936598, -0.392784, -2.705347], [-2.451868, -0.411252, -4.007957], [-3.319979, -0.566143, -5.081458], [-4.680237, -0.696693, -4.856309], [-5.178550, -0.666741, -3.558488], [-4.311605, -0.512127, -2.491144], [-2.486211, 1.112939, -0.342572], [-3.436195, 2.005623, -0.831448], [-3.872372, 3.071592, -0.059638], [-3.353422, 3.278019, 1.211260], [-2.384491, 2.414174, 1.699658], [-1.954864, 1.349105, 0.922158], [-0.521885, -1.940337, 0.484693], [-0.937130, -1.933097, 2.260421], [0.056648, -2.308212, 3.166438], [-0.165177, -2.230125, 4.530480], [-1.380048, -1.757734, 5.011575], [-2.364415, -1.359714, 4.121992], [-2.142890, -1.443414, 2.753682], [-0.196879, -3.706825, 0.139312], [0.185394, -4.014987, -1.167636], [0.391319, -5.326084, -1.554199], [0.227900, -6.353669, -0.631780], [-0.152819, -6.060258, 0.666810], [-0.370255, -4.741735, 1.050940], [-6.129396, -5.113866, 3.347411], [-4.792322, -3.997362, 3.050808], [-4.761334, -5.636914, 2.358563], [-5.410162, -3.770978, -0.953315], [-4.430752, -4.967546, -0.117860], [-3.460703, -3.200413, 1.333198], [-4.495421, -1.988336, 0.592074], [-3.410033, -2.503199, -1.628074], [-2.376523, -3.663242, -0.843355], [-1.391827, -0.281423, -4.179998], [-2.932022, -0.574507, -6.090340], [-5.358152, -0.813545, -5.691103], [-6.241080, -0.758274, -3.380244], [-4.705465, -0.476920, -1.481829], [-3.821057, 1.893185, -1.837205], [-4.612464, 3.751559, -0.460095], [-3.690681, 4.113320, 1.809247], [-1.954620, 2.567111, 2.680891], [-1.188495, 0.698089, 1.332690], [1.015471, -2.662048, 2.809412], [0.614039, -2.527575, 5.217945], [-1.552220, -1.691484, 6.077078], [-3.307132, -0.977433, 4.489038], [-2.907228, -1.110813, 2.066170], [0.317344, -3.215779, -1.889320], [0.686387, -5.549774, -2.570023], [0.397118, -7.379441, -0.928566], [-0.288706, -6.857019, 1.385446], [-0.683766, -4.527321, 2.063507], [3.011786, -2.655500, -0.035492], [3.403087, -1.194823, 0.186202], [2.587141, -0.271764, -0.364745], [3.481494, -0.910697, 1.722008], [2.288445, -0.481855, 2.165311], [4.373667, 0.027026, 2.050292], [3.780619, -2.002427, 2.447237], [4.820093, -0.988012, -0.412213], [5.747683, -1.734513, 0.217189], [5.246113, 0.271866, -0.365191], [4.841784, -1.360772, -1.702462], [2.096654, -2.877250, 0.511563], [3.780625, -3.347912, 0.297657], [2.826772, -2.801389, -1.098502]], "forces_ev_per_a": [[0.02, 0.26, -0.25], [-0.09, 0.09, -0.38], [0.19, 0.21, 0.37], [0.03, -0.34, 0.07], [-0.03, 0.06, -0.01], [0.02, -0.03, 0.02], [-0.03, 0.02, -0.02], [0.01, -0.01, 0.00], [0.01, -0.11, 0.06], [0.21, 0.18, 0.04], [-0.02, 0.10, 0.06], [0.04, -0.14, 0.04], [0.04, 0.00, 0.00], [-0.02, 0.00, 0.02], [-0.02, -0.06, -0.04], [-0.05, 0.11, -0.04], [-0.13, 0.07, 0.02], [0.13, -0.07, -0.04], [-0.05, -0.01, 0.01], [-0.01, 0.00, -0.02], [0.04, -0.01, 0.02], [-0.01, 0.04, -0.04], [-0.05, -0.01, -0.03], [-0.02, 0.02, -0.01], [-0.01, 0.03, 0.00], [0.01, -0.01, 0.02], [-0.03, 0.02, 0.04], [0.00, -0.02, -0.02], [0.01, 0.01, -0.02], [0.02, 0.03, -0.01], [0.01, -0.02, 0.02], [-0.02, 0.02, 0.04], [0.04, 0.00, 0.00], [0.01, 0.01, 0.03], [-0.01, 0.00, 0.01], [-0.01, 0.00, -0.01], [0.02, -0.03, 0.03], [-0.01, 0.01, 0.01], [0.00, -0.03, -0.03], [-0.02, 0.02, 0.04], [-0.10, -0.02, 0.00], [0.06, -0.15, -0.08], [-0.02, 0.06, 0.30], [0.08, -0.04, -0.10], [-0.05, -0.02, -0.02], [-0.01, 0.02, 0.03], [-0.01, 0.00, -0.01], [0.04, 0.01, -0.02], [-0.02, 0.02, 0.01], [-0.14, -0.10, -0.05], [-0.01, 0.02, -0.08], [0.03, 0.04, 0.06], [0.02, -0.04, -0.02], [-0.04, 0.04, -0.03], [0.03, -0.04, 0.12], [0.00, 0.03, 0.02], [-0.12, -0.01, -0.02], [0.00, -0.03, 0.01], [-0.06, 0.02, 0.00], [0.04, -0.02, 0.01], [0.01, 0.00, -0.04], [0.05, 0.02, 0.02], [-0.10, -0.08, 0.06], [0.02, 0.05, -0.01], [0.01, -0.04, 0.04], [0.00, 0.02, -0.02], [0.00, 0.04, 0.00], [-0.01, -0.02, -0.02], [-0.02, 0.00, 0.00], [0.00, 0.03, -0.01], [0.00, -0.02, -0.01], [-0.02, 0.01, 0.01], [0.01, 0.01, -0.01], [-0.01, -0.01, 0.01], [0.01, -0.01, -0.03], [0.04, -0.04, 0.06], [-0.05, 0.02, 0.04], [0.05, 0.00, 0.00], [0.01, 0.00, -0.04], [-0.02, -0.01, -0.02], [-0.04, -0.01, 0.00], [0.00, -0.01, 0.01], [0.01, -0.01, 0.05], [-0.02, 0.03, -0.01], [-0.01, 0.03, 0.02], [0.00, 0.01, 0.02], [-0.02, -0.03, -0.02], [0.04, -0.02, -0.03], [0.04, -0.01, 0.03], [0.00, 0.00, 0.04], [-0.04, 0.02, 0.01], [-0.02, 0.02, -0.02], [0.00, 0.03, 0.00], [0.01, -0.01, -0.04], [0.00, -0.04, -0.01], [0.00, -0.02, 0.02], [0.00, 0.01, 0.03], [-0.14, 0.05, 0.00], [0.22, 0.06, 0.34], [-0.06, -0.20, -0.70], [-0.02, 0.00, -0.05], [-0.18, 0.00, 0.07], [0.07, 0.16, 0.04], [0.11, -0.24, 0.10], [0.06, -0.14, 0.02], [0.04, -0.18, 0.18], [-0.07, 0.27, -0.06], [-0.13, -0.02, -0.17], [0.14, 0.03, -0.04], [0.08, -0.01, 0.00], [-0.02, 0.01, 0.03]], "e_tot_ha": -5977.09539, "charge": 0, "multiplicity": 1, "gap_ev": 7.403, "e_homo_ha": -0.26722, "e_above_lowest_kcal_mol": 19.8}

No. 4
{"formula": "C16H14BF5N6PbS", "method": "ωB97M-V/def2-TZVPD", "species": ["H", "N", "B", "N", "C", "Pb", "H", "C", "H", "C", "H", "C", "H", "H", "H", "N", "N", "N", "N", "C", "C", "H", "H", "C", "C", "C", "C", "H", "H", "H", "H", "H", "F", "C", "C", "F", "C", "F", "C", "S", "C", "F", "C", "F"], "xyz": [[-0.471262, -2.918470, 0.955503], [-1.321215, -1.354773, -0.234932], [-2.789117, 0.211593, -1.543057], [-2.583711, -1.116762, -0.733941], [-3.383844, -2.165327, -0.428578], [0.663489, 0.370280, -0.420554], [-4.414413, -2.180226, -0.749191], [-2.637836, -3.103963, 0.298208], [-2.953748, -4.051327, 0.682983], [-1.336700, -2.533658, 0.420131], [-3.892828, 0.184138, -1.985983], [2.070933, 1.682693, -0.553409], [2.765199, 0.985902, 0.051067], [1.798438, 2.477736, 0.011433], [2.357820, 1.944568, -1.545858], [-1.669718, 0.352272, -2.669857], [-2.646189, 1.418973, -0.558192], [-0.262117, 0.540796, -2.360425], [-1.404539, 1.746865, -0.038639], [-1.870080, 0.281825, -3.987090], [-3.579296, 2.312947, -0.129175], [-3.001527, 0.178466, -4.322316], [-4.578940, 2.252281, -0.459194], [-0.642081, 0.369038, -4.671704], [-2.913674, 3.226178, 0.742766], [0.279358, 0.499474, -3.595028], [-1.573785, 2.800930, 0.779531], [-0.501842, 0.346221, -5.739407], [-3.359701, 4.056182, 1.244107], [1.394276, 0.531345, -3.735829], [-0.736685, 3.196845, 1.394776], [1.888150, -0.851856, -0.955707], [6.074097, -1.819608, 3.136035], [4.795740, -1.409811, 3.066495], [3.761426, -2.347166, 2.986074], [4.051289, -3.668354, 2.990837], [2.450159, -1.923869, 2.848254], [1.458231, -2.847911, 2.779240], [2.114502, -0.551253, 2.704024], [0.551391, -0.011408, 2.272616], [3.176153, 0.367698, 2.919288], [2.899932, 1.701120, 2.943607], [4.488127, -0.047779, 3.063078], [5.486137, 0.867157, 3.128015]], "forces_ev_per_a": [[-0.22, 0.14, -0.34], [0.33, -0.27, 0.24], [0.28, 0.16, 0.21], [1.13, -0.21, 0.43], [0.93, 0.33, 0.03], [-6.16, -4.19, -1.63], [0.07, -0.04, -0.05], [1.04, 1.02, -0.01], [-0.16, -0.18, 0.02], [-1.50, 0.25, -0.43], [0.05, 0.12, -0.26], [4.79, 0.83, 1.34], [0.09, 1.90, -1.29], [-0.07, 2.94, 1.57], [0.28, -0.14, -0.68], [0.51, 0.14, 1.93], [0.44, 0.55, 0.19], [-3.36, -0.81, -3.96], [-0.39, -0.38, 0.41], [-1.52, -0.09, -0.26], [3.14, 0.24, 0.99], [2.84, 0.22, 0.52], [-0.84, -0.02, -0.26], [-0.34, 0.09, 2.31], [-0.15, -1.36, -0.93], [1.59, -0.03, -1.42], [-0.31, 0.04, 0.12], [0.29, 0.02, 0.15], [-0.07, 0.26, 0.18], [-1.29, 0.11, 0.33], [-0.75, -0.27, -0.75], [-0.50, -1.09, 0.48], [-2.66, 0.87, -0.08], [2.28, -0.81, 0.08], [-0.75, -2.27, -0.19], [-0.35, 1.91, 0.09], [-0.69, -2.37, -0.05], [1.63, 1.46, 0.00], [-1.82, 0.79, -0.22], [1.33, -0.96, 1.38], [1.02, 2.39, 0.07], [0.48, -2.28, -0.20], [0.80, 2.39, -0.12], [-1.42, -1.40, 0.06]], "e_tot_ha": -2060.99073, "charge": 2, "multiplicity": 1, "gap_ev": [2.984, 2.790], "e_homo_ha": [-0.54462, -0.54228], "e_above_lowest_kcal_mol": 16.1}

Number 1: strongest force on any atom 0.01281 hartree/bohr. Number 2: strongest force on any atom 0.05100 hartree/bohr. Number 3: strongest force on any atom 0.01424 hartree/bohr. Number 4: strongest force on any atom 0.14837 hartree/bohr.